[1]
Below is a molecular structure, C21H13N4O7 at a distorted geometry, with properties calculated with ωB97M-V with the def2-TZVPD basis set.

The calculation puts the total energy at -1553.3085 Eh. The net charge is -1. The LUMO energy is 0.59 eV. The spin multiplicity is 1. The gap between HOMO and LUMO comes out at 3.91 eV.

Cartesian coordinates (Å):
C1 -4.471 -2.440 3.463
C2 -3.151 -2.805 3.162
C3 -2.164 -1.841 3.046
C4 -2.488 -0.480 3.283
C5 -1.544 0.527 3.122
C6 -0.149 0.746 2.569
C7 0.949 0.749 3.615
C8 2.122 -0.152 3.396
C9 1.962 -1.532 3.186
C10 3.075 -2.380 3.186
C11 4.361 -1.847 3.328
C12 4.536 -0.454 3.422
C13 3.422 0.386 3.456
O1 0.853 1.521 4.557
O2 -1.978 1.794 2.987
C14 -3.833 -0.110 3.593
C15 -4.806 -1.088 3.650
H1 -5.240 -3.212 3.548
H2 -2.885 -3.854 3.020
H3 -1.130 -2.067 2.784
H4 0.106 0.122 1.707
H5 0.960 -1.941 3.068
H6 2.929 -3.462 3.088
H7 5.228 -2.516 3.350
H8 5.544 -0.035 3.494
H9 3.550 1.468 3.528
H10 -4.079 0.938 3.771
H11 -5.840 -0.808 3.859
O3 -4.524 5.468 1.244
N1 -3.818 4.629 0.661
O4 -4.098 4.203 -0.490
C16 -2.605 4.081 1.255
C17 -1.872 3.224 0.417
C18 -0.805 2.471 0.871
N2 0.302 2.210 -0.059
O5 0.102 2.310 -1.286
O6 1.433 1.969 0.442
C19 -0.658 2.052 2.280
C20 -1.079 4.020 3.338
N3 -1.243 4.131 4.634
O7 -2.655 4.531 4.755
N4 -3.224 4.733 3.523
C21 -2.276 4.350 2.626
H12 -2.107 3.190 -0.648
H13 -0.272 3.134 2.941


[2]
Below is a molecular structure, C21H14Br4IrO5 at a distorted geometry, with properties calculated with ωB97M-V with the def2-TZVPD basis set.

The calculation puts the total energy at -11585.0478 Eh. The net charge is -2. The LUMO energy (spin up / spin down) is 4.11 / 4.11 eV. The spin multiplicity is 2. The gap between HOMO and LUMO (spin up / spin down) comes out at 3.33 / 5.34 eV.

Cartesian coordinates (Å):
Ir1 0.283 -0.771 0.169
Br1 6.948 1.380 -0.745
C1 5.381 0.413 -0.177
C2 5.503 -0.692 0.683
Br2 7.237 -1.255 1.306
C3 4.345 -1.385 1.087
Br3 4.471 -2.909 2.268
C4 3.058 -0.988 0.641
O1 1.935 -1.514 0.920
C5 2.938 0.111 -0.214
O2 1.730 0.352 -0.532
C6 4.105 0.808 -0.620
Br4 3.897 2.322 -1.803
C7 -0.334 2.267 3.177
C8 -0.365 1.674 1.794
O3 0.045 0.531 1.600
C9 -0.902 2.501 0.663
C10 -1.373 3.812 0.883
C11 -1.869 4.568 -0.175
C12 -1.895 4.017 -1.448
C13 -1.425 2.714 -1.653
C14 -0.912 1.903 -0.620
O4 -0.490 0.719 -0.834
H1 0.084 1.533 3.874
H2 -1.347 2.506 3.511
H3 0.306 3.153 3.198
H4 -1.359 4.255 1.871
H5 -2.232 5.576 -0.008
H6 -2.277 4.584 -2.290
H7 -1.453 2.299 -2.661
O5 -0.121 -2.183 1.206
C15 -1.828 -1.029 0.134
C16 -2.159 -2.281 -0.619
C17 -2.863 -3.330 -0.004
C18 -3.161 -4.492 -0.723
C19 -2.758 -4.614 -2.056
C20 -2.056 -3.574 -2.672
C21 -1.757 -2.410 -1.956
H8 -2.202 -1.071 1.180
H9 -2.293 -0.157 -0.371
H10 -3.182 -3.250 1.028
H11 -3.704 -5.298 -0.247
H12 -2.989 -5.514 -2.612
H13 -1.744 -3.669 -3.704
H14 -1.212 -1.611 -2.443


[3]
Below is a molecular structure, C21H14BrCl2N2O4V at a distorted geometry, with properties calculated with ωB97M-V with the def2-TZVPD basis set.

The calculation puts the total energy at -5657.4015 Eh. The net charge is +1. The LUMO energy (spin up / spin down) is -3.09 / -3.20 eV. The spin multiplicity is 4. The gap between HOMO and LUMO (spin up / spin down) comes out at 7.71 / 7.74 eV.

Cartesian coordinates (Å):
V1 1.311 0.727 -1.200
C1 1.551 3.937 -1.291
O1 0.895 2.789 -0.687
C2 -0.135 2.985 0.231
C3 -0.561 4.195 0.729
C4 -1.603 4.219 1.654
Br1 -2.173 5.887 2.327
C5 -2.211 3.063 2.080
C6 -1.772 1.839 1.571
C7 -0.725 1.792 0.639
O2 -0.279 0.626 0.135
C8 -2.342 0.554 1.954
N1 -1.868 -0.559 1.428
C9 -2.582 -1.627 1.960
C10 -2.487 -2.998 1.748
C11 -3.361 -3.802 2.448
C12 -4.306 -3.264 3.338
C13 -4.404 -1.903 3.553
C14 -3.519 -1.100 2.843
N2 -3.338 0.286 2.813
H1 1.209 4.864 -0.858
H2 1.332 3.935 -2.355
H3 2.619 3.835 -1.119
H4 -0.122 5.133 0.436
H5 -3.017 3.114 2.799
H6 -1.028 -0.302 0.704
H7 -1.758 -3.413 1.064
H8 -3.320 -4.874 2.311
H9 -4.972 -3.931 3.866
H10 -5.130 -1.485 4.237
H11 -3.860 0.963 3.342
Cl1 5.572 -3.915 -4.958
C15 4.751 -2.861 -3.858
C16 5.364 -2.543 -2.630
C17 4.749 -1.716 -1.734
Cl2 5.511 -1.338 -0.228
C18 3.480 -1.147 -2.007
O3 2.913 -0.350 -1.144
C19 2.887 -1.472 -3.251
C20 1.629 -0.924 -3.633
O4 0.935 -0.115 -2.984
C21 3.536 -2.337 -4.164
H12 6.335 -2.959 -2.391
H13 1.239 -1.231 -4.609
H14 3.058 -2.574 -5.107


[4]
Below is a molecular structure, C21H14F3NO3S3Tc, with properties calculated with ωB97M-V with the def2-TZVPD basis set.

The calculation puts the total energy at -2663.6553 Eh. The net charge is +1. The LUMO energy is -5.08 eV. The spin multiplicity is 1. The gap between HOMO and LUMO comes out at 6.35 eV.

Cartesian coordinates (Å):
Tc1 -1.094 1.972 0.063
O1 -4.419 3.288 1.972
N1 -3.577 3.876 1.550
O2 -2.432 2.863 0.887
F1 -0.567 4.022 -1.773
C1 0.093 3.525 -0.711
F2 0.242 4.508 0.181
F3 1.294 3.132 -1.116
O3 -1.015 0.640 -1.140
C2 -0.645 -0.755 -1.452
C3 -1.676 -1.631 -0.772
C4 -1.985 -1.657 0.558
C5 -2.991 -2.611 0.868
C6 -3.409 -3.286 -0.238
S1 -2.615 -2.759 -1.651
C7 0.739 -1.071 -0.961
C8 1.140 -2.180 -0.273
C9 2.555 -2.268 -0.148
C10 3.189 -1.222 -0.745
S2 2.090 -0.120 -1.446
C11 -0.723 -0.848 -2.956
C12 -0.030 -1.704 -3.756
C13 -0.436 -1.620 -5.117
C14 -1.423 -0.703 -5.306
S3 -1.862 0.072 -3.850
H1 -1.497 -1.037 1.298
H2 -3.374 -2.794 1.862
H3 -4.152 -4.067 -0.294
H4 0.449 -2.929 0.092
H5 3.071 -3.078 0.348
H6 4.250 -1.030 -0.795
H7 0.733 -2.375 -3.387
H8 -0.010 -2.211 -5.914
H9 -1.899 -0.418 -6.231
C15 0.075 1.658 1.252
C16 0.972 1.498 2.325
C17 0.933 2.428 3.380
C18 1.813 2.290 4.433
C19 2.720 1.233 4.440
C20 2.762 0.313 3.397
C21 1.894 0.440 2.333
H10 0.223 3.244 3.349
H11 1.798 2.999 5.249
H12 3.406 1.129 5.270
H13 3.478 -0.497 3.416
H14 1.913 -0.259 1.508


[5]
Below is a molecular structure, C21H14F5N3NaO5, with properties calculated with ωB97M-V with the def2-TZVPD basis set.

The calculation puts the total energy at -2010.7892 Eh. The net charge is -1. The LUMO energy is 2.13 eV. The spin multiplicity is 1. The gap between HOMO and LUMO comes out at 6.12 eV.

Cartesian coordinates (Å):
Na1 1.268 0.792 -0.325
C1 1.533 -0.996 -3.541
C2 1.740 -1.467 -2.116
O1 2.411 -0.685 -1.372
N1 1.733 -3.058 -0.315
C3 -0.030 -1.967 1.198
C4 -1.084 -1.551 0.220
C5 -2.275 -2.267 0.108
C6 -3.198 -1.898 -0.853
C7 -2.918 -0.808 -1.663
C8 -1.728 -0.130 -1.455
N2 -0.831 -0.483 -0.542
H1 2.197 -0.149 -3.697
H2 0.502 -0.667 -3.692
H3 1.736 -1.764 -4.282
H4 2.418 -2.353 -0.049
H5 0.641 -1.132 1.399
H6 -0.499 -2.242 2.146
H7 -2.451 -3.115 0.755
H8 -4.117 -2.455 -0.972
H9 -3.601 -0.480 -2.433
H10 -1.482 0.743 -2.049
O2 1.332 1.161 1.875
C9 1.049 2.193 2.462
C10 0.693 3.479 1.906
C11 0.502 4.497 2.841
C12 0.185 5.776 2.440
C13 0.048 6.082 1.071
C14 0.222 5.109 0.140
C15 0.546 3.743 0.484
O3 0.678 2.880 -0.410
N3 -0.004 6.806 3.423
O4 0.186 6.529 4.600
O5 -0.238 7.941 3.032
H11 1.063 2.185 3.571
H12 0.607 4.284 3.897
H13 -0.198 7.094 0.785
H14 0.117 5.330 -0.914
F1 1.640 -3.398 1.909
C16 0.820 -3.195 0.789
C17 1.264 -2.680 -1.617
C18 0.447 -3.602 -2.316
F2 0.226 -3.358 -3.631
C19 -0.200 -4.693 -1.837
F3 -0.914 -5.460 -2.711
C20 -0.402 -5.060 -0.458
F4 -1.173 -6.159 -0.308
C21 -0.010 -4.436 0.657
F5 -0.452 -4.918 1.850


[6]
Below is a molecular structure, C21H14N2ORuS4Se at a distorted geometry, with properties calculated with ωB97M-V with the def2-TZVPD basis set.

The calculation puts the total energy at -5082.3948 Eh. The net charge is -1. The LUMO energy (spin up / spin down) is 2.55 / 0.57 eV. The spin multiplicity is 6. The gap between HOMO and LUMO (spin up / spin down) comes out at 5.63 / 5.08 eV.

Cartesian coordinates (Å):
Ru1 0.059 0.203 0.341
C1 -1.685 5.465 1.288
C2 -0.848 4.813 0.427
C3 -0.645 3.433 0.460
C4 -1.376 2.689 1.378
C5 -2.263 3.338 2.297
C6 -2.425 4.714 2.218
N1 -1.375 1.262 1.313
N2 -2.395 0.582 1.911
C7 -2.487 -0.672 1.357
C8 -3.686 -1.326 1.553
C9 -3.969 -2.474 0.806
C10 -3.096 -2.855 -0.269
C11 -1.900 -2.175 -0.450
C12 -1.556 -1.103 0.390
H1 -1.884 6.508 1.060
H2 -0.403 5.382 -0.403
H3 -0.162 2.960 -0.412
H4 -2.897 2.664 2.893
H5 -3.149 5.186 2.883
H6 -4.414 -0.878 2.157
H7 -4.929 -3.007 0.969
H8 -3.340 -3.558 -1.054
H9 -1.185 -2.507 -1.155
O1 5.408 2.706 -2.682
C13 4.704 1.819 -2.224
S1 4.605 1.602 -0.464
C14 2.895 1.272 -0.405
C15 2.253 0.957 -1.619
S2 0.554 0.637 -1.781
S3 3.342 0.930 -3.034
S4 2.041 1.239 1.035
Se1 0.689 -1.735 1.437
C16 1.625 -2.642 0.093
C17 1.047 -3.892 -0.333
C18 1.709 -4.585 -1.418
C19 2.824 -4.006 -2.032
C20 3.447 -2.908 -1.446
C21 2.831 -2.202 -0.423
H10 0.115 -4.280 0.148
H11 1.112 -5.373 -1.889
H12 3.065 -4.392 -3.059
H13 4.354 -2.464 -1.861
H14 3.389 -1.327 -0.001


Repeat the third record exactly.
Below is a molecular structure, C21H14BrCl2N2O4V at a distorted geometry, with properties calculated with ωB97M-V with the def2-TZVPD basis set.

The calculation puts the total energy at -5657.4015 Eh. The net charge is +1. The LUMO energy (spin up / spin down) is -3.09 / -3.20 eV. The spin multiplicity is 4. The gap between HOMO and LUMO (spin up / spin down) comes out at 7.71 / 7.74 eV.

Cartesian coordinates (Å):
V1 1.311 0.727 -1.200
C1 1.551 3.937 -1.291
O1 0.895 2.789 -0.687
C2 -0.135 2.985 0.231
C3 -0.561 4.195 0.729
C4 -1.603 4.219 1.654
Br1 -2.173 5.887 2.327
C5 -2.211 3.063 2.080
C6 -1.772 1.839 1.571
C7 -0.725 1.792 0.639
O2 -0.279 0.626 0.135
C8 -2.342 0.554 1.954
N1 -1.868 -0.559 1.428
C9 -2.582 -1.627 1.960
C10 -2.487 -2.998 1.748
C11 -3.361 -3.802 2.448
C12 -4.306 -3.264 3.338
C13 -4.404 -1.903 3.553
C14 -3.519 -1.100 2.843
N2 -3.338 0.286 2.813
H1 1.209 4.864 -0.858
H2 1.332 3.935 -2.355
H3 2.619 3.835 -1.119
H4 -0.122 5.133 0.436
H5 -3.017 3.114 2.799
H6 -1.028 -0.302 0.704
H7 -1.758 -3.413 1.064
H8 -3.320 -4.874 2.311
H9 -4.972 -3.931 3.866
H10 -5.130 -1.485 4.237
H11 -3.860 0.963 3.342
Cl1 5.572 -3.915 -4.958
C15 4.751 -2.861 -3.858
C16 5.364 -2.543 -2.630
C17 4.749 -1.716 -1.734
Cl2 5.511 -1.338 -0.228
C18 3.480 -1.147 -2.007
O3 2.913 -0.350 -1.144
C19 2.887 -1.472 -3.251
C20 1.629 -0.924 -3.633
O4 0.935 -0.115 -2.984
C21 3.536 -2.337 -4.164
H12 6.335 -2.959 -2.391
H13 1.239 -1.231 -4.609
H14 3.058 -2.574 -5.107